DFT (ωB97M-V with the def2-TZVPD basis set) results for a 7-piece molecular cluster, C56H85FN3O21 overall in a non-equilibrium geometry.

```
166
Properties=species:S:1:pos:R:3:forces:R:3:lowdin_charge:R:1
F -4.23570 -0.04096 1.77245 2.6415 0.6161 0.1821 -0.0150
O 0.44272 6.50878 0.34447 0.1850 0.0005 0.8118 0.0500
O -4.37055 2.05581 -7.75479 -0.3014 0.2420 0.4960 0.0671
O 6.96394 -6.36267 -5.03951 -0.6429 -0.6648 0.1019 0.0918
O -4.74215 1.53498 -5.59936 -0.1818 0.5126 -0.4634 0.0760
O 6.94532 -8.52992 -5.63165 -0.5089 0.4538 0.3631 0.0770
O 2.46840 6.14164 1.24894 -0.8829 0.2843 0.3433 0.0912
O -2.66170 -2.04915 -3.35372 -0.9285 -2.2272 4.6200 -0.0060
O 4.59271 -0.75834 -0.72543 -0.5089 0.4477 0.5547 0.0731
O 5.27477 -6.30042 1.86525 -0.6279 -0.0893 -0.7231 0.1449
O 5.04273 -6.71530 -0.35101 -0.2524 0.2204 0.9401 0.0902
O 4.19379 -1.25378 1.42873 -0.3534 0.7429 -0.6795 0.0678
O 2.92937 11.33210 -0.01333 -0.0836 -0.8545 -0.3935 0.0953
O -1.72074 -0.34636 -0.47876 -1.9862 -1.2063 1.3533 -0.0831
O 5.08011 -7.59098 -4.74592 1.3289 -0.2418 -1.5610 0.1082
O 1.49983 9.59907 -0.07683 0.5650 0.0067 -0.2758 0.0493
O -5.61056 3.44370 -6.46066 0.5323 -0.8027 -0.0637 0.1563
O 3.30826 0.62917 0.52787 0.2730 -0.6817 -0.0200 0.1254
O -2.99285 -5.82907 3.56577 0.6598 1.1876 -0.2159 -0.1009
O 3.49583 9.44824 -1.13993 -0.6535 0.3097 0.4975 0.1501
O 3.21367 -6.46100 0.93127 0.5074 0.1139 0.1979 0.0550
O 0.82233 7.04755 2.51773 0.1736 -0.3490 -0.7694 0.1378
N -4.33745 -2.31764 -1.75420 1.0668 -2.7697 -0.4007 0.0777
N -5.35189 2.04009 -0.63724 0.0184 1.6129 -0.1255 -0.0073
N -1.80472 0.30423 2.10201 -0.7969 -0.3631 2.4623 0.0399
C -1.78438 -3.69687 2.83100 -0.9155 -0.2671 1.6206 -0.1617
C -4.96995 2.44106 -6.59293 -0.5894 0.9848 0.0215 -0.5393
C 1.00540 10.52253 0.88848 -0.7032 -0.0908 0.2818 -0.1004
C 0.15713 -1.45483 2.15212 1.4864 -0.1789 0.1116 -0.1065
C -7.02683 -5.28709 -1.52063 2.4797 0.7069 1.8425 -0.0611
C 0.73383 -1.25651 3.61738 2.5831 1.5974 3.5409 -0.1549
C -3.60186 4.44719 4.71997 -1.1760 -0.2765 -0.7320 -0.2104
C 5.69017 -3.12615 1.78785 -0.0045 0.1850 0.3470 -0.0100
C 1.86575 12.78768 1.60545 0.3854 0.1201 0.0463 -0.0190
C 1.67424 11.80060 0.47521 -0.2126 0.9199 0.7366 -0.3425
C -2.27486 -2.16710 2.84369 -0.2598 0.3762 -0.0607 -0.1180
C -1.06858 -2.68934 -0.32892 0.9421 0.3701 -0.7538 -0.1108
C -6.25869 -4.04308 -2.03200 1.0213 -1.9553 3.3874 -0.0033
C -5.37053 -5.54613 0.58482 -1.3330 2.1520 -3.8219 -0.0391
C 0.22995 -1.83006 4.94926 2.2082 1.3531 0.3483 -0.0281
C -3.95949 5.92390 4.17383 0.0422 -0.8772 -0.0268 -0.2426
C 9.08851 -5.62492 -5.94280 -0.2122 0.3545 0.0012 -0.0197
C 8.31601 -6.74656 -5.28412 0.9985 0.6959 -0.3358 -0.3432
C 2.77360 -0.12774 5.07593 -3.1354 -2.1056 -0.4813 -0.0492
C -1.50541 3.44230 3.33776 -0.2856 -0.7337 -0.0638 -0.1689
C -2.79702 1.77269 -1.11371 -0.4372 -0.8974 -0.8899 -0.1072
C 2.21405 -0.72297 6.39280 -1.4218 -0.6280 -3.1831 -0.0657
C 4.76549 -2.41446 0.82647 0.8220 -0.9927 0.6009 -0.3353
C 1.20843 6.60709 1.47082 -0.1381 0.4453 0.6366 -0.5494
C -0.66559 1.28157 1.99958 2.2993 2.2941 -1.8213 -0.1023
C -5.01285 -3.52274 -1.22886 -3.1807 -3.4598 0.9805 -0.1784
C -1.86347 -3.44516 -1.51116 0.3570 -0.3327 0.3086 -0.0753
C -4.07779 2.74509 -1.00239 1.2656 0.7588 -0.1448 -0.2504
C 4.08133 -6.75888 -2.57662 0.1276 0.2767 0.9228 -0.0211
C 2.43321 5.45884 -0.00125 0.9751 -0.2760 -0.7835 -0.3445
C 1.33153 6.18105 -0.71821 -0.2428 -0.0510 -0.7546 -0.1044
C -3.51650 0.96420 -7.42769 0.1669 -0.2731 -0.5736 -0.1073
C -2.93315 0.41448 -0.25455 0.5986 1.7815 -0.0585 -0.2252
C 4.57741 -6.47650 0.90665 0.7533 -0.0280 0.6794 -0.5428
C 6.22250 -7.50339 -5.10499 -0.7587 -0.1962 -0.1102 -0.5124
C -3.03573 0.67575 1.34326 -3.2726 0.8931 -2.7615 -0.1329
C 2.78477 -6.45650 -0.42726 -0.5889 -0.2090 0.0208 -0.1144
C 8.14200 -7.95870 -6.15091 0.4940 -0.4731 -0.2014 -0.1020
C -1.38703 -1.16070 1.90877 -0.7436 -3.2094 -1.3231 -0.2401
C -3.09846 3.57940 3.46373 0.3133 -0.2370 -0.3647 -0.2284
C -5.33869 5.92543 3.31272 0.6420 0.2328 -0.4101 -0.1292
C 2.04555 -0.38749 3.73130 -0.8516 -0.9178 2.7350 -0.0229
C 3.77327 5.53476 -0.69867 0.3307 0.1848 0.2207 -0.0094
C -2.69454 -4.46108 3.95475 0.6232 0.6421 0.0986 -0.2288
C -6.59441 -6.05543 -0.24396 2.4523 2.9980 -0.3845 -0.0623
C -1.01955 2.83287 1.90107 -0.1832 0.9712 0.8911 -0.1434
C 5.45889 -1.83273 -0.36968 0.3087 -0.3779 -0.5196 -0.0940
C 2.71604 10.06889 -0.47383 0.7830 -0.3094 -0.4824 -0.5302
C -2.97689 -2.57871 -2.23729 1.1090 1.4413 -3.5065 -0.3153
C 0.93159 -1.58618 6.33485 1.9335 1.7372 -3.0847 -0.0453
C -3.26863 -0.36265 -5.28980 -0.4000 0.5244 -0.0417 -0.0417
C -1.88195 -1.52322 0.39267 0.9648 -1.1544 -0.5777 -0.2195
C 3.96988 -0.36819 0.41952 -0.2140 0.5339 -0.0188 -0.5404
C -4.19855 0.37591 -6.22749 0.7860 -0.8651 0.4608 -0.3404
C 3.92169 -7.14604 -1.12214 -0.2936 0.1275 -1.3723 -0.3281
C -4.63339 -4.28956 0.05774 -1.5110 -0.4664 -1.2741 -0.0324
H 2.50236 13.61610 1.28459 -0.1824 -0.0263 -0.0382 0.0903
H 3.94442 -3.07984 0.53405 0.0070 0.0780 -0.0874 0.1546
H -7.11277 -6.98919 0.15287 0.5748 1.5521 -0.9126 0.0914
H -2.89592 -1.28085 -5.74779 -0.1106 0.0733 0.0751 0.0945
H -3.36910 -2.23695 2.49432 1.6574 0.5282 0.3334 0.1201
H 6.44680 -1.41948 -0.14385 -0.0791 -0.1104 0.1397 0.1457
H -6.17397 6.51887 3.82431 1.2291 -0.9855 -0.7284 0.0759
H -5.00575 -6.03523 1.55069 -0.6524 0.7552 -1.6179 0.0883
H -2.01348 -4.23588 1.84755 0.5035 1.0322 1.2527 0.0985
H 7.98079 -7.72104 -7.20718 0.0609 0.1459 0.0991 0.1439
H -0.14973 -2.19323 -0.82942 -1.4529 -0.6217 0.9356 0.1416
H -4.86749 -2.04299 -2.60556 0.5709 0.1421 0.8770 0.1291
H 0.53611 -2.05479 7.29968 0.5000 0.7354 -1.7587 0.0949
H -3.10950 6.20797 3.44710 -1.1969 -0.0573 1.4440 0.1071
H 4.56237 5.14169 -0.05243 -0.1299 -0.1191 -0.0964 0.0904
H 1.83985 -6.99082 -0.53757 0.0800 0.0323 0.1998 0.1407
H -1.79847 2.29693 -0.92401 -1.4775 -0.6165 -0.0914 0.1132
H -7.94427 -5.68943 -2.07956 1.6439 0.8516 0.8348 0.0973
H -4.02700 6.61955 5.07465 0.1829 -0.6857 -1.4670 0.1058
H 2.80675 -0.52414 7.35947 -1.2967 -0.4711 -1.6423 0.1000
H -5.03378 -0.27264 -6.51583 0.0364 0.0867 -0.1030 0.1616
H -2.32939 -1.70973 3.90522 0.2752 -1.0151 -1.4688 0.1284
H 2.36682 12.32023 2.45770 -0.1047 -0.0690 -0.0970 0.0919
H -0.04078 3.40010 1.66204 -1.3962 -1.3045 0.1855 0.1265
H -2.75813 1.42701 -2.21825 0.0704 0.2974 1.8030 0.1264
H -6.06402 2.36281 -1.32340 0.6065 -0.5826 0.6738 0.0847
H 10.13754 -5.89752 -6.07833 -0.1014 -0.0292 0.0663 0.0942
H 2.17031 4.41227 0.19449 -0.0795 0.0413 -0.0041 0.1504
H -3.89632 -0.09003 -0.59693 1.3970 0.3353 0.6815 0.1405
H -3.55101 2.51175 3.45571 0.6276 1.6291 0.2642 0.1021
H 1.65637 7.11138 -1.19444 0.1653 -0.1067 0.0878 0.1313
H -3.48758 4.07247 2.49653 0.4977 -0.6217 1.4056 0.1010
H 3.25275 -7.13720 -3.17772 0.1609 -0.0641 0.0765 0.1001
H -2.24417 -6.14372 3.01648 -0.6095 0.1862 0.6121 0.0914
H -3.71833 -3.89264 0.63606 -1.7153 -0.7812 -0.9088 0.0606
H -1.75680 3.11444 1.06603 1.0903 -0.5361 1.2547 0.0925
H 4.12938 -5.67142 -2.69238 -0.0966 -0.0279 0.1034 0.0969
H -2.09440 0.33058 3.11088 0.1266 0.1346 -0.7739 0.1962
H -2.88688 4.43720 5.60833 -0.7113 0.0861 -1.3891 0.1125
H -3.37944 1.75396 1.45582 1.1678 -1.4069 0.4928 0.1381
H 8.66433 -5.37280 -6.91873 0.0132 -0.1424 0.0631 0.0918
H 6.08273 -4.04477 1.34760 -0.1061 0.0787 0.0589 0.0811
H -1.17818 2.68051 4.14128 -0.2724 1.3117 -0.9991 0.1171
H 0.83453 5.55487 -1.46097 -0.1349 0.0716 0.1721 0.1406
H -6.62156 -3.51252 -2.96937 0.6061 -0.7590 1.3961 0.0955
H 3.73781 0.48992 5.06374 -1.6849 -1.0421 0.0814 0.0998
H 9.03616 -4.71764 -5.33557 0.1166 -0.1462 0.0266 0.0887
H -2.22011 -4.44889 -1.09488 -0.0213 1.5530 -0.6978 0.1111
H -5.09929 6.42659 2.29936 -0.6473 -0.7190 1.5962 0.0752
H 5.16124 -3.37666 2.71069 0.0036 -0.1546 -0.1828 0.0974
H -2.09620 -4.45062 4.93877 -0.9075 -0.0826 -1.3157 0.1216
H -4.58721 3.96525 5.08852 1.5445 0.7934 -0.4390 0.1130
H -0.65016 -3.50501 0.34536 -0.7346 1.2610 -0.6566 0.1007
H -5.65719 2.48767 0.24916 0.0509 -0.6936 -0.7571 0.0743
H 0.90752 13.19009 1.94190 0.0506 -0.0553 -0.0949 0.0925
H -0.70197 -3.84668 3.17799 -1.4826 0.3097 -0.9083 0.1145
H -0.68320 -2.49845 4.96306 1.3252 0.9611 0.0534 0.0572
H -0.96382 4.42977 3.54108 -0.9108 -1.3392 -0.3111 0.1213
H -0.08276 10.58509 0.84377 0.1114 -0.1770 -0.1204 0.1456
H -3.78437 -0.61632 -4.36551 0.0026 0.0334 -0.3712 0.0518
H -1.07253 -3.70763 -2.31071 -1.5582 0.6102 1.1060 0.1373
H -3.82164 3.54340 -0.22004 -0.4406 -0.9270 -1.0420 0.0995
H -2.41364 0.25982 -5.00997 -0.0422 -0.0153 -0.1154 0.0945
H 3.76407 4.96380 -1.63004 -0.0645 -0.0025 0.1073 0.0933
H 5.00882 -7.15370 -2.97162 -0.3847 0.0263 0.4936 0.0576
H 2.64709 -5.41642 -0.74218 0.1200 -0.0668 -0.1547 0.1296
H 2.50884 0.08612 2.79370 -0.8968 -0.8668 1.4937 0.0796
H 0.06688 1.23705 2.89308 -1.4801 -0.7152 -1.4126 0.1446
H 1.30271 10.17442 1.88276 0.0370 0.1546 -0.0368 0.1428
H 1.14813 12.28082 -0.35762 -0.0125 -0.1225 0.0175 0.1621
H 8.77195 -7.00122 -4.32078 -0.0644 -0.0948 -0.0692 0.1628
H 6.53173 -2.48838 2.07332 -0.0821 0.0375 -0.1596 0.0955
H -4.18208 3.29413 -2.01404 0.2162 -0.8775 1.6802 0.1304
H -0.10907 1.02462 1.01910 -0.8898 0.2260 1.7505 0.1527
H 0.84126 -0.86602 1.42374 -1.2687 -0.6897 1.3024 0.1275
H -2.98235 -1.88578 0.41659 1.6215 1.0829 0.1069 0.1336
H 8.97472 -8.65816 -6.06591 -0.2209 -0.0708 0.0474 0.1453
H 5.54985 -2.54608 -1.19001 -0.1089 0.2033 -0.0344 0.1438
H 0.44992 -2.54471 1.89134 -1.1593 1.7135 0.2662 0.1276
H 4.04179 6.57038 -0.92618 -0.1809 -0.0436 -0.0020 0.0860
H -3.44994 0.26089 -8.25904 -0.1005 0.2050 -0.0334 0.1430
H -5.69991 4.85843 3.07379 0.4923 1.5944 0.5220 0.0680
H -2.51850 1.35959 -7.21264 -0.0532 -0.1194 0.1471 0.1411
H -3.67316 -3.88116 4.15629 1.3959 -1.1901 -0.5386 0.1340
H 3.84969 -8.23553 -1.02983 -0.0664 0.0815 0.0956 0.1665
```
Positions in Å, forces in eV/Å.

Summary:
gap between HOMO and LUMO = 0.3202 Eh
charge = +1
energy above the lowest of the compared OMol25 structures with the same formula, charge and spin = 0.0 kcal/mol
E_LUMO = -1.9 eV